{
  "formula": "C65H143AsF6N7O2",
  "method": "ωB97M-V/def2-TZVPD",
  "gap_ev": 8.93,
  "fmax_ev_per_a": 3.7,
  "e_lumo_ha": -0.244,
  "charge": 5,
  "homo_energy_ev": -15.6,
  "e_tot_ev": -161353.844,
  "species": ["C", "C", "C", "N", "C", "C", "C", "C", "C", "C", "H", "H", "H", "H", "H", "H", "H", "H", "H", "H", "H", "H", "H", "H", "H", "H", "H", "H", "H", "H", "C", "C", "C", "N", "C", "C", "C", "C", "C", "C", "H", "H", "H", "H", "H", "H", "H", "H", "H", "H", "H", "H", "H", "H", "H", "H", "H", "H", "H", "H", "C", "C", "C", "N", "C", "C", "C", "C", "C", "C", "H", "H", "H", "H", "H", "H", "H", "H", "H", "H", "H", "H", "H", "H", "H", "H", "H", "H", "H", "H", "C", "C", "C", "N", "C", "C", "C", "C", "C", "C", "H", "H", "H", "H", "H", "H", "H", "H", "H", "H", "H", "H", "H", "H", "H", "H", "H", "H", "H", "H", "C", "C", "C", "N", "C", "C", "C", "C", "C", "C", "H", "H", "H", "H", "H", "H", "H", "H", "H", "H", "H", "H", "H", "H", "H", "H", "H", "H", "H", "H", "C", "C", "C", "N", "C", "C", "C", "C", "C", "C", "H", "H", "H", "H", "H", "H", "H", "H", "H", "H", "H", "H", "H", "H", "H", "H", "H", "H", "H", "H", "C", "C", "C", "N", "C", "C", "C", "C", "C", "C", "H", "H", "H", "H", "H", "H", "H", "H", "H", "H", "H", "H", "H", "H", "H", "H", "H", "H", "H", "H", "As", "F", "F", "F", "F", "F", "F", "C", "C", "O", "O", "H", "H", "H"],
  "positions_angstrom": [[10.50202, 2.33491, -3.29774], [9.78190, 2.90295, -2.09567], [10.70652, 3.34237, -0.94200], [10.04929, 3.77863, 0.37450], [11.17060, 4.18545, 1.34931], [10.80616, 4.59517, 2.77868], [10.11878, 3.37961, 3.39722], [8.90016, 2.94774, 2.57890], [9.27401, 2.65335, 1.11074], [9.24873, 5.01886, 0.07514], [11.08633, 1.36584, -3.22393], [11.23112, 3.04664, -3.76520], [9.77157, 2.33973, -4.14125], [8.99653, 2.15270, -1.62172], [9.09488, 3.74494, -2.50310], [11.16266, 4.26790, -1.29155], [11.54631, 2.73333, -0.76307], [11.87311, 3.35934, 1.35058], [11.58165, 5.07105, 0.82929], [11.78317, 4.75120, 3.21398], [10.16619, 5.49600, 2.84714], [10.90988, 2.58720, 3.47717], [9.79423, 3.56185, 4.43800], [8.22631, 2.13534, 2.91669], [7.97093, 3.63925, 2.60195], [9.98091, 1.81707, 1.10933], [8.36355, 2.38841, 0.55400], [9.72410, 5.90800, -0.25449], [8.61839, 5.14104, 0.93536], [8.66354, 4.77149, -0.75696], [3.05926, 0.51939, -7.75932], [1.96835, 1.43869, -7.22875], [1.55335, 1.18460, -5.73964], [0.73694, 2.25255, -5.00124], [1.61051, 3.54709, -4.92443], [0.80415, 4.66501, -4.23580], [-0.53376, 4.85908, -4.93303], [-1.36744, 3.58989, -5.07496], [-0.48021, 2.54151, -5.74168], [0.38877, 1.71948, -3.71807], [3.26480, 0.78995, -8.79114], [2.80079, -0.54248, -7.84737], [3.94637, 0.70506, -7.14880], [1.17354, 1.27166, -7.90963], [2.37453, 2.45345, -7.45789], [2.41694, 1.02126, -5.14030], [0.98108, 0.29370, -5.77616], [1.70807, 3.84032, -5.96453], [2.50135, 3.24484, -4.42599], [1.41410, 5.51899, -4.23223], [0.61719, 4.45745, -3.18433], [-0.37952, 5.20711, -5.95895], [-1.10910, 5.65628, -4.45297], [-2.22232, 3.68582, -5.72112], [-1.75057, 3.10718, -4.16436], [-0.16400, 2.88148, -6.72483], [-0.97709, 1.58480, -5.76562], [1.23523, 1.08628, -3.31752], [-0.56426, 1.15853, -3.77968], [0.31329, 2.51676, -2.95743], [-8.92794, 1.25110, 4.65470], [-10.11709, 2.11678, 4.24921], [-10.55872, 2.91701, 5.51770], [-11.60491, 3.99111, 5.45661], [-11.01158, 5.24576, 4.88262], [-12.02999, 6.26255, 4.60800], [-13.16849, 5.79240, 3.71216], [-13.70787, 4.51719, 4.23280], [-12.65472, 3.50352, 4.48074], [-11.98711, 4.20226, 6.88226], [-8.07008, 1.81430, 4.92793], [-8.65604, 0.60630, 3.81824], [-9.31587, 0.50627, 5.38953], [-10.95690, 1.57846, 3.84640], [-9.80509, 2.85941, 3.49153], [-9.73818, 3.42114, 5.97263], [-10.95398, 2.24053, 6.24672], [-10.34907, 4.94786, 4.03787], [-10.39653, 5.67880, 5.66885], [-11.49404, 7.10630, 4.18739], [-12.42630, 6.63223, 5.58953], [-12.72878, 5.57504, 2.73240], [-14.11372, 6.39351, 3.54998], [-14.41827, 4.19578, 3.55691], [-14.33357, 4.74171, 5.09056], [-12.27429, 3.43198, 3.46517], [-12.94115, 2.50051, 4.76964], [-12.57710, 5.08714, 6.96248], [-11.07731, 4.43710, 7.35865], [-12.50722, 3.28809, 7.20863], [1.60360, 1.91689, 5.22666], [1.13146, 2.66419, 4.03853], [0.38178, 1.77529, 3.00278], [-0.79778, 2.41383, 2.25206], [-1.92505, 3.00745, 3.13620], [-3.09026, 3.59640, 2.31654], [-3.73192, 2.51755, 1.42625], [-2.65965, 1.89563, 0.51906], [-1.39906, 1.38392, 1.31867], [-0.05995, 3.49086, 1.39843], [2.20675, 1.03799, 4.89355], [0.87064, 1.59000, 5.94606], [2.17421, 2.64874, 5.82412], [1.87960, 3.24344, 3.51084], [0.38023, 3.38003, 4.51386], [-0.07248, 0.86878, 3.33572], [1.13895, 1.43208, 2.26567], [-2.31266, 2.18147, 3.80051], [-1.44923, 3.85012, 3.67714], [-3.83884, 3.88113, 3.06431], [-2.80840, 4.44547, 1.74468], [-4.20445, 1.74368, 2.07250], [-4.62877, 2.87062, 0.85009], [-3.03562, 0.98549, 0.02802], [-2.36137, 2.55155, -0.34323], [-1.65272, 0.53940, 1.89391], [-0.68198, 1.10395, 0.57167], [-0.76567, 3.77336, 0.55900], [0.83756, 3.00299, 0.93391], [0.28980, 4.34734, 2.01447], [-5.41589, -1.18966, 0.95818], [-5.15630, -2.56801, 0.28062], [-5.58080, -3.63236, 1.36174], [-5.29339, -5.06020, 0.98554], [-6.20911, -5.57848, -0.12351], [-6.20594, -7.06859, -0.42871], [-6.37243, -7.96439, 0.86170], [-5.68043, -7.43386, 2.11302], [-5.76278, -5.86712, 2.20984], [-3.89176, -5.38418, 0.66861], [-5.17108, -0.35104, 0.35704], [-4.85904, -1.09738, 1.93450], [-6.47065, -1.09070, 1.24620], [-4.10356, -2.65232, 0.00896], [-5.73713, -2.57600, -0.63060], [-6.69278, -3.61279, 1.63956], [-5.01423, -3.31431, 2.21375], [-7.24129, -5.27888, 0.13260], [-5.89133, -5.10951, -1.00096], [-7.10041, -7.22427, -1.08342], [-5.31418, -7.35547, -1.02477], [-7.43099, -7.87185, 1.09723], [-6.06904, -9.02395, 0.62442], [-6.11382, -7.81690, 3.02180], [-4.60504, -7.65409, 2.13579], [-6.85219, -5.63241, 2.20581], [-5.32323, -5.47481, 3.06284], [-3.08536, -4.89489, 1.31566], [-3.75611, -5.05020, -0.31900], [-3.73153, -6.45171, 0.66108], [6.89602, -3.69567, -7.79498], [6.65957, -3.68528, -9.31506], [7.89472, -4.30243, -9.87164], [8.01205, -4.45250, -11.39586], [7.65197, -3.10940, -12.01100], [8.72354, -2.09348, -11.67975], [10.15562, -2.47834, -12.08263], [10.55827, -3.86346, -11.46928], [9.44729, -4.94708, -11.69163], [7.11491, -5.55907, -11.92941], [7.72619, -2.99494, -7.57027], [7.14421, -4.73673, -7.51169], [5.96492, -3.46034, -7.32038], [6.60626, -2.63014, -9.70903], [5.76340, -4.28128, -9.54821], [7.98612, -5.33312, -9.43973], [8.89037, -3.91983, -9.47847], [6.62546, -2.90753, -11.65320], [7.50174, -3.09995, -13.11431], [8.79331, -2.01820, -10.61392], [8.40953, -1.08490, -11.93448], [10.91024, -1.70389, -11.75157], [10.22428, -2.42870, -13.19390], [10.77086, -3.81605, -10.40492], [11.42827, -4.22727, -11.97780], [9.64272, -5.84163, -10.97266], [9.46750, -5.24101, -12.72469], [6.09635, -5.37044, -11.51607], [7.45980, -6.51466, -11.55041], [7.06961, -5.64112, -13.02265], [0.65176, -4.81015, 10.12546], [0.24752, -4.36193, 8.71194], [-1.17388, -3.86993, 8.60972], [-1.70152, -3.51575, 7.21180], [-3.20447, -3.18549, 7.38006], [-3.84082, -2.42654, 6.22017], [-3.04346, -1.14205, 5.97200], [-1.60808, -1.46254, 5.75046], [-0.93180, -2.24454, 6.78778], [-1.45971, -4.50431, 6.17077], [1.65707, -5.18593, 10.05245], [-0.14314, -5.41436, 10.58092], [0.81540, -3.92110, 10.73384], [0.29610, -5.27204, 8.09286], [0.96692, -3.60087, 8.33829], [-1.18435, -2.98316, 9.19881], [-1.89620, -4.53168, 9.07475], [-3.28767, -2.45613, 8.22817], [-3.74467, -4.11638, 7.62844], [-4.82937, -2.27531, 6.54803], [-3.82101, -3.10470, 5.35541], [-3.28020, -0.50634, 6.86649], [-3.49593, -0.64108, 5.15157], [-1.00473, -0.55882, 5.53497], [-1.49885, -2.04668, 4.78226], [-0.64324, -1.70918, 7.74055], [0.05091, -2.63010, 6.36437], [-2.01101, -5.45772, 6.22219], [-0.39683, -4.74930, 6.15946], [-1.73395, -3.94795, 5.28832], [3.26174, 0.65826, -0.39615], [1.82297, -0.07383, 0.28352], [4.28687, -0.65133, -0.07600], [4.64452, 1.54416, -1.01020], [2.13501, 1.93987, -0.89633], [3.52699, 1.52211, 1.10520], [2.93743, 0.04823, -1.99781], [-1.31535, -2.08293, 1.06452], [-2.19364, -2.05009, 2.36578], [-2.67653, -3.12501, 2.68882], [-2.30610, -0.93290, 2.95666], [-0.79477, -3.00368, 0.91927], [-0.57613, -1.27504, 1.13164], [-1.90773, -1.82172, 0.19944]],
  "forces_ev_per_a": [[0.9, 0.1, -1.9], [-2.8, -0.7, 1.5], [-1.0, 2.0, -0.8], [0.6, 0.2, 0.8], [0.1, 1.6, -1.3], [-1.1, -0.9, -0.9], [-0.2, -0.5, 1.4], [-2.0, 1.0, -1.0], [-0.3, 0.0, -0.2], [-1.0, -1.8, 0.9], [-1.1, 1.0, 0.2], [-0.3, -0.2, 1.0], [0.3, -0.8, 0.7], [1.6, 1.1, -1.3], [1.4, -1.1, 0.9], [0.2, 0.2, 0.1], [0.6, -1.4, 0.5], [0.2, 0.0, 0.1], [0.4, -0.6, 0.3], [0.1, 0.4, 0.5], [0.5, -0.3, -0.2], [-0.9, 0.3, -0.2], [0.3, 0.1, -0.4], [1.4, -0.6, 0.2], [2.0, 0.2, -0.1], [-0.1, 0.0, -0.2], [0.5, 0.2, -0.1], [1.4, 0.5, 0.4], [-0.3, 0.6, 0.2], [-1.3, -0.5, -1.0], [0.4, -0.2, 0.4], [0.6, 1.0, 0.2], [0.3, 1.0, -1.7], [2.1, 0.6, -1.4], [-2.4, -0.3, 0.3], [-0.6, -1.8, 0.1], [-0.7, 0.7, -0.3], [1.0, -1.1, 0.3], [-0.8, 0.3, -0.7], [0.8, -1.0, 3.0], [0.2, 0.3, 0.0], [0.0, 0.1, 0.6], [0.2, -0.6, -0.3], [-1.4, 0.2, -0.3], [-0.6, -0.5, 0.6], [0.7, -0.1, 0.6], [-0.8, -0.9, 0.4], [0.6, -0.1, 0.0], [0.8, 0.1, 0.2], [0.7, 1.4, -0.3], [0.2, -0.2, 0.1], [0.2, 0.1, 0.0], [0.1, -0.1, 0.1], [-0.3, 0.5, -0.3], [0.1, 0.7, 0.2], [-0.2, -0.2, -0.2], [-0.4, -0.3, -0.6], [-1.0, 0.4, -0.5], [0.7, 0.2, 0.1], [-0.3, -0.4, -0.5], [-1.9, -1.8, -0.6], [0.3, 2.3, 0.6], [0.1, -0.6, -0.6], [0.6, -0.7, -1.9], [1.3, -0.8, 0.4], [-1.8, 2.0, 0.3], [-0.2, 0.4, -0.9], [-0.7, 0.4, 2.4], [-0.4, 0.1, -0.1], [-1.3, -0.5, -1.2], [0.6, 0.4, 0.7], [0.1, 0.2, -0.2], [0.8, 0.8, 0.1], [-0.1, -0.5, -0.1], [-0.1, -0.4, 0.1], [1.0, 0.1, 0.3], [0.0, -0.7, 0.4], [-0.7, 0.3, 0.4], [0.5, -0.3, 0.0], [-0.1, 0.3, -0.1], [0.2, -0.2, -0.8], [-0.1, 0.3, -0.2], [1.7, 0.3, 0.3], [-1.3, -1.3, -1.6], [0.1, -0.1, 0.7], [1.2, -0.3, 0.2], [-0.4, 0.0, 0.4], [-0.8, 0.3, 0.1], [1.0, -0.3, 1.0], [0.3, 0.6, 0.3], [2.1, -0.6, 0.4], [-3.6, 0.9, -0.2], [0.2, -0.1, -0.2], [1.4, 1.4, -1.1], [0.7, 0.1, -0.2], [-0.7, -1.8, 0.6], [-0.6, -0.3, -0.2], [0.6, -0.3, 0.0], [-0.9, 1.9, -1.3], [-0.9, -0.3, -0.9], [-0.1, 0.7, 0.7], [-0.8, -0.3, -0.3], [0.4, -0.7, -0.2], [0.3, 0.0, 0.2], [0.9, -0.4, -1.0], [-0.1, -0.7, 1.2], [-0.7, 0.3, 0.0], [0.7, 0.8, -0.6], [-0.3, -0.8, 0.1], [0.2, 0.3, -0.1], [0.4, 0.9, -0.4], [0.7, 0.2, -0.2], [1.0, 0.2, 0.3], [0.0, 0.2, 0.2], [-0.2, -0.2, 0.9], [-0.4, -1.0, 0.9], [0.8, -0.1, -0.1], [0.9, 0.1, 1.2], [-0.9, 0.3, 0.4], [-0.6, -0.6, -0.3], [0.1, -1.1, 1.7], [-0.8, 0.5, 1.2], [-0.9, 0.9, -1.8], [-1.0, -2.0, 1.8], [-0.6, 0.0, 0.7], [0.3, -0.9, 0.7], [0.0, 0.1, -0.9], [1.7, 1.8, -0.8], [-2.5, -1.4, -1.9], [1.6, 0.6, 0.9], [0.3, 0.7, -0.7], [-0.2, -0.1, -1.0], [0.1, -0.1, -0.3], [0.0, -0.2, 0.2], [-0.3, -0.4, -0.3], [1.5, 0.2, -0.7], [0.5, -0.6, 0.7], [0.6, 0.2, 0.0], [0.2, 1.2, -1.4], [0.8, 0.0, 0.4], [-0.5, 0.2, 0.4], [-0.3, -0.7, -0.1], [-0.6, 1.1, 0.4], [-0.2, -0.2, 0.3], [-0.2, -0.4, 0.0], [0.7, 0.0, 0.5], [1.0, 0.7, 1.5], [-1.6, -0.3, -0.4], [0.5, 0.5, -1.4], [-0.2, -0.2, 0.1], [0.3, -0.4, -0.8], [0.4, 1.2, 0.0], [1.9, -2.3, 0.2], [0.5, -0.7, -0.5], [-0.3, 0.1, -1.1], [0.3, 0.2, 1.2], [0.5, 0.4, -0.6], [-1.8, 0.2, -0.7], [0.8, 0.3, 1.6], [-1.2, 0.5, 0.9], [-0.6, -0.5, 0.3], [0.1, 0.6, 0.2], [-0.2, 0.5, 0.6], [-0.5, -1.0, 0.7], [0.3, 0.4, -0.2], [-0.4, 0.4, -0.8], [-1.5, 0.4, -0.7], [0.7, 0.2, 0.1], [0.5, -1.0, 0.5], [-0.2, 0.1, 1.0], [0.1, 0.0, -0.7], [-1.0, -0.8, -0.1], [0.1, -0.6, 0.6], [0.2, 0.4, 0.0], [0.6, -0.3, -0.1], [-0.5, 1.4, -1.5], [-0.2, -0.4, -0.4], [0.7, -0.2, -0.5], [0.2, 0.0, 0.2], [0.3, 0.6, 0.3], [-0.5, 1.6, -0.3], [0.3, -1.1, -1.0], [-0.1, -0.2, 0.1], [-0.2, 1.4, 1.9], [0.1, 0.7, 0.8], [2.2, -1.4, -0.5], [-1.8, -0.1, 1.6], [0.7, 0.3, -2.5], [2.2, -0.9, 1.6], [0.2, -0.7, -0.7], [0.0, -1.0, 0.2], [0.7, -0.3, 0.0], [-0.4, 0.1, 0.3], [0.4, 0.3, -0.1], [-0.4, -0.5, 0.1], [-0.6, 1.0, 0.2], [0.0, -0.5, -0.2], [0.4, -1.0, -0.3], [0.5, 0.3, -0.1], [-1.4, 0.4, 0.1], [-0.3, 0.5, -0.2], [0.8, -0.2, -0.5], [0.1, 0.5, -1.0], [-0.3, -0.4, 0.3], [-0.5, 0.8, 1.0], [-0.7, -0.4, -1.0], [-1.1, 0.5, 0.6], [-0.1, 0.7, 0.5], [-0.1, 0.1, -0.1], [0.0, -0.6, -0.8], [-0.4, 1.7, -0.7], [0.5, -0.4, 0.1], [-0.1, -0.5, 0.6], [-0.5, 0.0, -0.1], [0.2, 0.6, 0.2], [-0.2, -0.6, 0.0], [0.0, -0.5, 0.0], [0.0, 1.6, 1.1], [1.5, 1.7, -1.4], [-1.2, -1.8, 1.0], [-0.2, -0.6, -0.3], [0.1, -0.7, -0.1], [0.1, -0.3, 0.0], [-0.4, -0.2, -0.4]],
  "lowdin_charge": [-0.127, -0.249, -0.125, -0.239, -0.114, -0.150, -0.190, -0.175, -0.087, 0.030, 0.102, 0.090, 0.083, 0.142, 0.133, 0.134, 0.121, 0.136, 0.141, 0.127, 0.132, 0.137, 0.125, 0.127, 0.141, 0.142, 0.131, 0.114, 0.099, 0.070, -0.104, -0.223, -0.080, -0.291, -0.027, -0.145, -0.166, -0.141, -0.151, -0.020, 0.080, 0.083, 0.082, 0.095, 0.122, 0.122, 0.129, 0.124, 0.136, 0.110, 0.108, 0.127, 0.125, 0.124, 0.114, 0.139, 0.137, 0.113, 0.128, 0.100, -0.089, -0.209, -0.141, -0.265, -0.132, -0.170, -0.169, -0.206, -0.098, 0.054, 0.068, 0.073, 0.100, 0.103, 0.113, 0.125, 0.125, 0.154, 0.142, 0.133, 0.139, 0.127, 0.158, 0.111, 0.133, 0.138, 0.148, 0.098, 0.102, 0.138, -0.115, -0.235, -0.110, -0.222, -0.072, -0.165, -0.193, -0.144, -0.115, 0.034, 0.100, 0.065, 0.092, 0.112, 0.121, 0.110, 0.118, 0.158, 0.123, 0.122, 0.101, 0.113, 0.125, 0.102, 0.114, 0.054, 0.116, 0.105, 0.096, 0.114, -0.090, -0.177, -0.121, -0.251, -0.121, -0.145, -0.158, -0.152, -0.087, 0.018, 0.046, 0.082, 0.076, 0.090, 0.102, 0.160, 0.095, 0.148, 0.108, 0.139, 0.122, 0.112, 0.140, 0.118, 0.108, 0.136, 0.107, 0.128, 0.089, 0.097, -0.081, -0.246, -0.183, -0.250, -0.113, -0.180, -0.155, -0.138, -0.084, 0.021, 0.097, 0.092, 0.068, 0.123, 0.123, 0.146, 0.145, 0.125, 0.154, 0.093, 0.130, 0.137, 0.127, 0.104, 0.113, 0.170, 0.126, 0.113, 0.105, 0.120, -0.071, -0.244, -0.146, -0.241, -0.091, -0.162, -0.182, -0.207, -0.117, 0.006, 0.080, 0.093, 0.080, 0.110, 0.125, 0.117, 0.138, 0.150, 0.144, 0.105, 0.111, 0.137, 0.087, 0.128, 0.113, 0.154, 0.155, 0.132, 0.106, 0.081, 0.733, -0.267, -0.212, -0.280, -0.311, -0.271, -0.275, 0.005, -0.733, -0.045, -0.101, 0.064, 0.050, 0.056]
}